The following is a quantum chemistry calculation of C47H121BN7O26Pd as an isolated structure at a distorted geometry, from OMol25.

Summary:
Total energy ... -4355.2015 hartree
<S²> ... 3.7570
Spin multiplicity ... 4
HOMO level (alpha / beta) ... -3.5677 / -7.5083 eV
Net charge ... 0

```
203
Properties=species:S:1:pos:R:3:mulliken_charge:R:1
Pd 6.114 6.003 12.271 0.22
O 8.178 0.866 20.010 -0.41
C 8.430 1.349 18.886 0.84
O 7.958 2.454 18.348 -0.85
B 8.654 2.842 17.126 1.01
O 9.643 1.770 16.906 -0.44
C 9.457 0.846 17.842 0.16
O 10.215 -0.130 18.106 -0.56
O 9.408 4.091 17.309 0.36
C 9.032 4.965 16.400 -0.99
O 9.457 6.097 16.253 -0.75
C 7.922 4.316 15.577 -0.23
O 7.745 3.077 16.043 -0.34
O 7.288 4.872 14.676 1.12
C 9.684 4.807 20.491 -0.04
O 10.332 5.750 21.305 -0.44
H 8.867 4.436 21.110 0.10
H 9.189 5.344 19.682 0.12
H 10.263 3.958 20.127 -0.08
H 9.756 6.198 21.929 0.23
C 8.555 -2.622 19.060 0.11
O 7.345 -3.199 18.700 -0.66
H 8.362 -1.661 19.536 -0.04
H 8.950 -3.307 19.810 0.48
H 9.231 -2.479 18.216 -0.25
H 6.727 -3.078 19.424 0.46
C 6.512 8.670 14.547 -0.90
O 6.331 7.329 14.071 -0.12
H 6.175 8.711 15.583 0.33
H 7.568 8.940 14.532 0.25
H 5.976 9.417 13.961 0.25
H 6.523 6.843 14.877 -0.15
C 11.514 -2.846 16.546 -0.42
O 12.752 -3.200 15.974 -0.53
H 11.155 -2.026 15.923 0.13
H 10.673 -3.536 16.480 0.34
H 11.542 -2.584 17.603 0.19
H 13.131 -3.844 16.576 0.30
C 13.026 1.814 18.174 -0.47
O 14.185 2.129 18.856 -0.55
H 12.614 0.849 18.468 0.44
H 12.269 2.539 18.476 -0.10
H 13.164 1.927 17.099 0.43
H 14.869 1.488 18.648 0.29
C 11.068 0.916 21.720 -0.07
O 11.808 0.435 22.891 -0.58
H 11.588 0.820 20.767 0.37
H 10.167 0.314 21.606 0.00
H 10.867 1.974 21.889 0.03
H 12.063 -0.480 22.749 0.30
C 10.352 8.673 18.151 -0.77
O 10.509 7.918 19.373 -0.21
H 9.358 8.672 17.704 0.30
H 10.659 9.706 18.316 0.35
H 11.020 8.239 17.407 0.14
H 9.619 7.893 19.731 0.17
C 10.647 9.418 22.567 -0.88
O 11.547 9.049 21.553 0.03
C 12.481 10.089 21.258 -0.91
C 13.460 9.607 20.166 -0.38
N 14.138 8.370 20.539 -0.19
C 15.017 7.792 19.533 -0.94
C 14.189 7.177 18.383 -0.65
O 13.020 6.454 18.899 -0.21
C 12.529 5.479 17.979 -0.75
H 9.994 10.262 22.345 0.35
H 11.072 9.595 23.555 0.34
H 10.039 8.541 22.792 0.14
H 13.032 10.375 22.153 0.41
H 11.955 10.984 20.926 0.42
H 14.268 10.287 19.895 0.50
H 12.927 9.439 19.230 0.05
H 14.874 8.580 21.199 0.27
H 15.568 6.951 19.954 0.42
H 15.706 8.520 19.104 0.40
H 14.836 6.569 17.752 0.44
H 13.740 8.024 17.864 0.32
H 12.431 5.887 16.973 0.42
H 11.550 5.139 18.317 -0.02
H 13.256 4.676 17.859 0.43
C 6.440 -1.347 15.420 -1.05
O 5.978 -0.062 15.006 -0.15
C 4.965 0.550 15.837 -0.70
C 4.514 1.918 15.235 -0.40
N 3.594 1.862 14.115 0.05
C 3.868 0.909 13.065 -0.01
C 2.752 1.034 11.957 -0.93
O 1.548 0.484 12.395 -0.38
C 0.430 0.645 11.534 -0.79
H 7.223 -1.730 14.765 0.29
H 5.597 -2.038 15.438 0.36
H 6.894 -1.382 16.411 0.27
H 5.412 0.761 16.808 0.20
H 4.087 -0.094 15.898 0.40
H 5.363 2.525 14.921 -0.38
H 4.116 2.590 15.995 0.64
H 2.657 1.685 14.447 0.46
H 3.707 -0.094 13.461 0.66
H 4.886 0.962 12.679 -0.35
H 3.038 0.470 11.070 0.73
H 2.687 2.064 11.607 0.13
H 0.303 1.684 11.229 0.29
H -0.454 0.249 12.033 0.26
H 0.528 0.076 10.610 0.31
C 2.055 -1.446 20.127 -0.69
O 2.814 -2.037 19.098 -0.51
C 3.912 -1.130 18.735 -0.03
C 4.960 -1.011 19.886 0.29
N 5.410 -2.357 20.358 -0.21
C 5.781 -2.260 21.787 -0.11
C 6.128 -3.701 22.252 -0.86
O 5.007 -4.623 22.387 -0.32
C 5.285 -5.653 23.318 -0.78
H 2.516 -1.213 21.086 0.22
H 1.189 -2.073 20.342 0.32
H 1.662 -0.471 19.839 0.31
H 3.506 -0.158 18.455 0.44
H 4.323 -1.648 17.869 -0.15
H 4.552 -0.415 20.703 0.33
H 5.850 -0.501 19.518 -0.70
H 4.606 -2.966 20.394 0.36
H 4.951 -1.812 22.332 0.57
H 6.657 -1.618 21.876 -0.12
H 6.640 -3.552 23.202 0.53
H 6.864 -4.104 21.557 0.24
H 4.426 -6.324 23.339 0.26
H 5.459 -5.277 24.326 0.33
H 6.123 -6.292 23.039 0.30
C 4.410 6.630 9.414 -0.92
O 5.166 5.714 10.250 -0.10
C 5.015 4.386 9.760 -1.79
C 5.607 3.360 10.792 1.39
N 6.667 3.889 11.619 3.04
C 7.900 4.110 10.812 -0.94
C 8.930 4.738 11.754 -1.06
O 8.398 5.953 12.330 -0.24
C 9.425 6.783 12.906 -0.89
H 4.392 7.617 9.877 0.14
H 3.356 6.361 9.348 0.35
H 4.867 6.727 8.429 0.35
H 5.511 4.321 8.791 0.56
H 3.959 4.155 9.617 0.56
H 5.868 2.434 10.281 0.72
H 4.714 3.064 11.343 -1.63
H 6.923 3.188 12.300 -1.73
H 7.696 4.728 9.937 0.64
H 8.120 3.136 10.375 0.40
H 9.764 5.014 11.108 0.61
H 9.266 4.002 12.484 0.33
H 10.185 7.120 12.200 0.44
H 9.896 6.237 13.723 0.27
H 9.004 7.704 13.308 0.04
C 7.688 0.194 11.351 -1.57
C 8.534 0.581 12.542 0.85
C 9.913 1.203 12.212 -0.74
O 10.738 0.163 11.660 -0.44
C 12.122 0.545 11.623 -0.74
N 7.724 1.539 13.223 1.78
H 7.428 1.061 10.745 0.05
H 6.826 -0.355 11.730 0.33
H 8.298 -0.535 10.817 0.49
H 8.605 -0.306 13.172 0.35
H 10.315 1.643 13.124 0.55
H 9.910 2.007 11.476 0.28
H 12.499 1.018 12.530 0.27
H 12.147 1.295 10.832 0.32
H 12.753 -0.312 11.388 0.28
H 8.309 1.830 13.993 -0.73
H 7.014 1.005 13.704 -1.12
C 9.293 2.383 24.759 -1.34
C 8.146 1.354 24.729 0.47
C 7.457 1.407 23.312 0.09
O 6.681 2.582 23.092 -0.46
C 6.278 2.793 21.762 0.35
N 8.755 0.126 25.034 -0.75
H 10.086 2.106 24.064 0.21
H 9.740 2.480 25.748 0.45
H 8.885 3.333 24.412 0.32
H 7.424 1.667 25.483 0.27
H 6.704 0.623 23.235 0.09
H 8.204 1.207 22.543 -0.18
H 5.501 3.555 21.705 0.32
H 5.912 1.869 21.314 -0.21
H 7.160 3.032 21.167 -0.27
H 9.480 0.297 25.716 0.30
H 9.281 -0.303 24.286 0.27
C 2.158 4.686 13.616 -1.30
C 3.267 5.384 12.917 1.19
C 3.083 6.932 13.036 -1.63
O 4.213 7.599 12.452 0.48
C 3.985 9.007 12.222 -1.32
N 4.466 4.945 13.477 1.36
H 2.225 4.828 14.694 0.37
H 2.030 3.639 13.341 0.18
H 1.258 5.207 13.289 0.51
H 3.265 5.168 11.849 -0.37
H 3.038 7.264 14.073 0.44
H 2.156 7.237 12.548 0.52
H 3.621 9.509 13.118 0.40
H 3.187 9.057 11.481 0.40
H 4.904 9.529 11.957 0.32
H 4.361 5.182 14.453 0.18
H 4.175 3.979 13.429 -1.22
```

The following is a quantum chemistry calculation of a 13-piece molecular cluster, C47H122N8O13 overall at a distorted geometry, from OMol25.

Summary:
Relative energy (zero: lowest compared OMol25 entry of this formula, charge and spin) ... 2.89 kJ/mol
Total energy ... -3279.8402 hartree
HOMO level ... -8.5792 eV
Net charge ... 0

```
190
Properties=species:S:1:pos:R:3:mulliken_charge:R:1
C -2.779 -0.866 7.539 -0.75
C -3.895 -1.459 6.697 0.51
C -3.973 -0.779 5.397 0.57
O -4.463 0.531 5.606 -0.31
C -5.852 0.718 5.826 -0.88
N -3.618 -2.968 6.536 -0.77
H -1.880 -1.192 7.007 -0.19
H -2.735 -1.355 8.508 0.37
H -2.836 0.245 7.572 0.28
H -4.876 -1.464 7.232 0.37
H -4.638 -1.335 4.722 0.45
H -2.958 -0.622 5.007 -0.99
H -6.106 1.758 5.605 0.29
H -6.225 0.392 6.782 0.34
H -6.481 0.118 5.082 0.33
H -4.379 -3.489 6.072 0.28
H -2.798 -2.931 5.923 0.05
C -4.204 -1.500 -2.986 -1.43
C -2.951 -1.019 -2.299 1.18
C -2.713 0.439 -2.648 -0.16
O -2.660 0.651 -4.023 -0.56
C -1.490 0.342 -4.696 0.16
N -2.897 -1.179 -0.849 -0.01
H -5.055 -0.891 -2.630 0.18
H -4.364 -2.462 -2.456 0.15
H -4.211 -1.466 -4.073 0.40
H -2.101 -1.592 -2.742 -0.40
H -1.778 0.736 -2.104 0.32
H -3.565 1.023 -2.395 -0.09
H -0.684 1.058 -4.488 -0.13
H -1.709 0.534 -5.793 0.20
H -1.266 -0.692 -4.448 0.03
H -3.251 -0.422 -0.274 -0.13
H -3.458 -1.998 -0.625 0.28
C -1.067 -5.749 -6.131 -1.61
C -0.255 -4.695 -5.432 0.64
C 0.343 -5.265 -4.135 0.23
O -0.686 -5.477 -3.154 -0.31
C -0.049 -5.565 -1.877 -0.30
N 0.775 -4.154 -6.299 -0.63
H -0.383 -6.577 -6.462 0.35
H -1.437 -5.347 -7.023 0.48
H -1.892 -6.204 -5.574 0.31
H -0.944 -3.905 -5.088 -0.06
H 1.109 -4.551 -3.795 -0.40
H 0.818 -6.191 -4.405 0.27
H -0.807 -5.722 -1.058 0.19
H 0.481 -4.643 -1.650 -0.02
H 0.673 -6.402 -1.810 0.33
H 1.418 -3.617 -5.719 0.24
H 1.201 -4.905 -6.783 0.28
C 5.301 2.525 -5.673 -1.58
C 3.940 2.388 -5.045 0.56
C 3.153 1.317 -5.771 0.13
O 2.868 1.867 -7.055 -0.41
C 1.579 1.319 -7.403 -0.67
N 3.936 2.187 -3.623 0.15
H 6.063 1.896 -5.203 0.31
H 5.626 3.539 -5.489 0.41
H 5.283 2.274 -6.751 0.33
H 3.395 3.343 -5.223 0.26
H 2.196 1.164 -5.193 -0.22
H 3.695 0.403 -5.830 0.25
H 0.780 1.589 -6.705 0.18
H 1.650 0.232 -7.351 0.34
H 1.289 1.709 -8.413 0.32
H 3.029 2.020 -3.177 -0.52
H 4.322 3.000 -3.172 0.29
C 1.774 -1.486 -2.596 -0.06
C 3.339 -1.478 -2.485 2.53
C 3.768 -2.494 -1.449 -0.81
O 3.219 -3.775 -1.544 -0.05
C 4.047 -4.641 -2.275 -0.96
N 3.896 -1.885 -3.813 -0.62
H 1.359 -2.305 -3.157 -0.28
H 1.489 -0.538 -3.105 -0.08
H 1.248 -1.459 -1.601 -0.16
H 3.653 -0.488 -2.135 -1.06
H 3.501 -2.109 -0.455 -0.33
H 4.876 -2.644 -1.559 0.57
H 4.363 -4.188 -3.221 0.35
H 3.388 -5.467 -2.628 0.17
H 4.899 -4.886 -1.664 0.36
H 4.696 -1.334 -4.047 0.28
H 3.177 -1.690 -4.425 0.11
O -0.070 1.412 -0.148 2.77
H -0.923 1.761 0.078 -1.01
H -0.154 0.482 0.122 -0.74
O -4.322 -5.252 -3.218 -0.69
H -3.380 -5.158 -3.556 0.37
H -4.706 -4.375 -3.094 0.31
O -0.407 -1.380 0.428 0.50
H -0.410 -1.713 1.364 -1.13
H -1.282 -1.544 0.028 0.04
O 0.757 2.142 -2.880 -0.62
H 0.791 1.578 -2.065 -0.10
H 1.273 2.898 -2.653 0.22
O -6.264 1.612 -0.985 -0.50
H -6.210 2.368 -1.545 0.25
H -7.103 1.192 -1.168 0.25
C -2.579 1.157 2.416 -0.56
C -3.061 2.590 2.210 1.45
C -2.119 3.526 2.993 -1.05
C -2.298 4.940 2.488 -0.97
C -1.912 5.030 0.967 -1.10
C -2.845 4.177 0.122 1.96
N -2.808 2.805 0.761 0.50
O -3.621 1.831 0.020 0.37
C -4.207 4.859 0.090 -1.55
C -2.261 4.083 -1.293 -1.77
C -4.516 2.682 2.622 -1.68
H -1.861 0.736 1.691 -0.78
H -3.381 0.414 2.390 0.37
H -2.076 1.110 3.439 0.15
H -2.463 3.559 4.068 0.43
H -1.065 3.279 2.912 0.21
H -1.784 5.581 3.211 0.50
H -3.311 5.308 2.703 0.37
H -0.893 4.622 0.925 -0.17
H -1.948 6.073 0.636 0.64
H -5.001 4.129 -0.192 0.07
H -4.455 5.396 1.018 0.29
H -4.314 5.595 -0.742 0.49
H -3.019 3.635 -1.923 0.37
H -1.944 5.078 -1.673 0.47
H -1.360 3.477 -1.364 -0.07
H -4.669 2.289 3.589 0.38
H -5.250 2.105 1.991 0.28
H -4.943 3.730 2.655 0.19
H -4.556 2.028 0.194 -0.11
C 4.769 1.707 -0.519 -0.81
C 4.131 2.337 0.665 1.70
C 5.285 2.583 1.698 -1.46
C 4.965 3.641 2.727 -0.71
C 4.286 4.916 2.227 -1.11
C 3.121 4.598 1.300 2.16
N 3.700 3.670 0.233 -0.18
O 2.595 3.493 -0.777 -0.49
C 1.909 4.051 2.113 -1.12
C 2.806 5.934 0.568 -2.34
C 3.060 1.530 1.337 0.27
H 5.294 0.821 -0.100 0.47
H 5.490 2.286 -1.119 0.48
H 3.950 1.418 -1.198 -0.80
H 5.383 1.604 2.197 0.32
H 6.232 2.751 1.232 0.57
H 5.796 3.943 3.385 0.45
H 4.312 3.079 3.419 0.23
H 4.979 5.590 1.683 0.40
H 3.839 5.495 3.074 0.38
H 2.138 3.383 2.942 0.36
H 1.539 4.925 2.630 0.82
H 1.018 3.667 1.518 -0.45
H 1.883 5.845 0.057 0.36
H 2.775 6.805 1.237 0.46
H 3.675 6.184 -0.056 0.49
H 3.200 0.463 1.084 -0.08
H 2.071 1.710 0.944 -0.62
H 3.120 1.603 2.466 0.04
H 1.839 3.081 -0.333 0.08
C -1.321 -4.117 2.246 -1.87
C -0.087 -3.801 3.025 1.80
C 1.128 -4.096 2.163 -0.83
C 2.398 -3.423 2.639 -1.22
C 2.252 -1.920 2.739 -0.04
C 1.103 -1.582 3.683 1.27
N -0.128 -2.325 3.250 1.44
O -1.199 -2.031 4.107 -0.04
C 1.441 -1.904 5.126 -1.70
C 0.695 -0.077 3.665 -1.61
C -0.200 -4.567 4.355 -1.09
H -2.172 -4.112 2.919 0.24
H -1.136 -5.161 1.912 0.49
H -1.451 -3.543 1.320 0.17
H 1.208 -5.178 2.114 0.48
H 0.944 -3.866 1.072 -0.23
H 3.183 -3.618 1.975 0.58
H 2.700 -3.879 3.624 0.41
H 2.011 -1.353 1.860 -0.69
H 3.195 -1.458 3.162 0.50
H 2.150 -1.154 5.466 0.55
H 0.549 -1.879 5.721 -0.01
H 1.827 -2.902 5.178 0.40
H -0.213 0.203 4.204 -0.03
H 1.489 0.528 4.010 0.76
H 0.539 0.201 2.604 0.05
H -0.876 -4.004 4.976 -0.02
H 0.756 -4.577 4.861 0.35
H -0.506 -5.615 4.302 0.45
H -1.754 -1.545 3.508 -0.05
```